{
  "formula": "C19H60BInO23",
  "method": "ωB97M-V/def2-TZVPD",
  "charge": 2,
  "homo_energy_ev": -12.0,
  "relative_energy_kj_mol": 0.0,
  "total_energy_ha": -2704.3962,
  "species": ["In", "O", "C", "O", "B", "O", "C", "O", "O", "C", "O", "C", "O", "O", "C", "O", "H", "H", "H", "H", "C", "O", "H", "H", "H", "H", "C", "O", "H", "H", "H", "H", "C", "O", "H", "H", "H", "H", "C", "O", "H", "H", "H", "H", "C", "O", "H", "H", "H", "H", "C", "O", "H", "H", "H", "H", "C", "O", "H", "H", "H", "H", "C", "O", "H", "H", "H", "H", "C", "O", "H", "H", "H", "H", "C", "O", "H", "H", "H", "H", "C", "O", "H", "H", "H", "H", "C", "O", "H", "H", "H", "H", "C", "O", "H", "H", "H", "H", "C", "O", "H", "H", "H", "H"],
  "coordinates": [[-2.501, 1.201, -2.704], [2.342, 3.165, 0.794], [2.675, 2.035, 0.577], [3.042, 0.869, 0.708], [2.167, -0.315, 1.128], [2.797, -1.460, 0.815], [2.095, -2.393, 1.337], [1.461, -3.444, 1.388], [0.601, 0.691, -1.512], [-0.382, 0.600, -0.778], [-1.640, 0.358, -1.009], [-0.100, 0.757, 0.732], [0.799, -0.176, 1.252], [-0.574, 1.715, 1.327], [1.119, 0.021, -4.685], [2.056, 0.980, -4.208], [1.618, -0.966, -4.658], [0.195, -0.107, -4.027], [0.880, 0.305, -5.708], [2.370, 0.561, -3.400], [-0.573, 3.549, -2.044], [-1.033, 2.641, -3.040], [-1.259, 4.394, -1.956], [-0.445, 3.085, -1.056], [0.425, 3.832, -2.333], [2.302, 2.674, -1.640], [-4.855, 4.578, 4.252], [-4.757, 4.741, 2.865], [-4.130, 5.079, 4.877], [-5.817, 4.825, 4.702], [-4.705, 3.520, 4.504], [-4.747, 5.723, 2.713], [0.598, 2.513, 5.280], [-0.301, 1.565, 4.567], [0.717, 2.220, 6.374], [1.573, 2.388, 4.789], [0.280, 3.538, 5.266], [-1.189, 1.698, 4.944], [-5.979, -0.770, -0.673], [-5.297, 0.288, -1.462], [-5.284, -1.107, 0.096], [-6.893, -0.273, -0.305], [-6.145, -1.676, -1.235], [-5.826, 0.347, -2.285], [5.047, -0.984, 4.539], [4.529, -2.179, 3.974], [4.647, -0.166, 3.936], [4.721, -0.917, 5.581], [6.124, -0.946, 4.450], [5.185, -2.862, 4.192], [-2.678, -2.813, -3.782], [-1.794, -1.821, -3.261], [-3.363, -2.359, -4.473], [-2.094, -3.578, -4.192], [-3.300, -3.250, -2.974], [-1.344, -2.289, -2.509], [7.283, -0.424, -1.740], [5.916, -0.393, -2.087], [7.512, 0.090, -0.808], [7.531, -1.451, -1.642], [7.911, 0.059, -2.477], [5.875, -0.015, -2.949], [-3.059, 2.386, -5.341], [-3.566, 1.660, -4.168], [-3.518, 3.374, -5.476], [-1.986, 2.547, -5.301], [-3.416, 1.786, -6.210], [-0.093, 2.251, -3.267], [1.155, -5.069, 5.190], [-0.034, -4.382, 4.579], [1.944, -4.342, 5.134], [0.944, -5.364, 6.222], [1.361, -6.011, 4.704], [-0.626, -4.191, 5.333], [5.299, -3.472, -1.140], [4.667, -2.513, -0.357], [4.763, -3.727, -2.029], [6.231, -3.161, -1.571], [5.525, -4.368, -0.589], [5.167, -1.693, -0.442], [0.667, -4.012, -2.309], [-0.733, -4.153, -2.135], [0.902, -2.980, -2.512], [1.193, -4.350, -1.434], [1.010, -4.668, -3.127], [-0.953, -4.580, -1.313], [-0.407, 5.563, 0.887], [-0.002, 5.689, -0.478], [-0.267, 4.565, 1.277], [-0.001, 6.341, 1.496], [-1.514, 5.731, 0.896], [0.898, 6.023, -0.425], [-4.026, 2.914, 0.293], [-2.999, 2.867, -0.758], [-4.600, 1.986, 0.223], [-3.532, 3.093, 1.218], [-4.757, 3.688, 0.164], [-3.023, 3.753, -1.145], [-2.345, -4.810, 1.146], [-1.866, -5.738, 0.100], [-1.782, -3.885, 0.890], [-3.462, -4.693, 1.064], [-2.065, -5.101, 2.156], [-2.482, -6.431, 0.205]],
  "forces_ev_per_a": [[0.1, -1.3, 2.6], [1.4, -4.5, 2.0], [-2.3, 7.7, -4.5], [-0.8, -4.1, 2.3], [-2.3, 7.8, -1.6], [-1.1, -4.6, 2.7], [-2.9, -8.3, -2.6], [5.0, 8.5, 0.5], [-1.7, -0.4, 0.7], [0.6, -1.2, 0.0], [0.8, 0.7, -0.6], [-2.4, 4.2, 0.6], [2.7, -1.2, 0.6], [2.0, -3.6, -1.2], [-0.1, -0.7, 0.4], [-0.7, -0.3, 0.4], [-0.4, 0.2, -0.4], [0.8, 0.4, -0.8], [-0.3, -0.2, 0.1], [0.3, 0.7, 0.3], [0.3, 1.2, 1.6], [3.7, -1.2, -1.1], [0.4, -0.1, -0.3], [-0.4, 0.1, -0.3], [0.1, 0.7, -0.1], [0.6, -1.1, 1.3], [-0.4, -1.4, 1.5], [0.2, 1.9, -0.3], [0.6, 0.6, -0.3], [-0.3, 0.2, -0.5], [-0.1, 0.0, -0.4], [-0.1, -1.4, 0.0], [0.0, -2.2, 0.7], [0.4, 1.4, 1.1], [-0.2, 0.2, -1.4], [-0.3, 0.2, 0.2], [-0.3, 0.4, -0.4], [0.5, -0.1, -0.2], [0.7, 1.3, -0.2], [-0.4, -1.1, -0.6], [-0.2, 0.6, 0.3], [0.3, -0.8, 0.2], [-0.5, 0.0, -0.6], [0.5, 0.2, 0.6], [-0.5, 0.2, -0.1], [0.4, -0.8, -0.2], [0.0, 0.2, 0.3], [0.2, 0.3, -0.1], [0.3, 0.0, 0.2], [-0.6, 0.0, -0.2], [-1.0, 0.5, 1.4], [0.3, 0.4, 1.2], [0.0, 0.3, -0.6], [0.5, -1.2, -1.0], [0.3, 0.2, -0.3], [-0.4, 0.5, -0.9], [0.4, 0.4, 0.2], [-0.4, 0.1, 0.8], [-0.4, 0.1, 0.2], [0.8, -0.9, 0.1], [0.1, -0.1, -0.3], [-0.4, 0.4, -0.9], [-0.9, -0.7, -0.3], [-1.0, 0.8, -1.7], [-0.1, -0.2, 0.6], [0.1, -0.3, -0.2], [0.8, 0.4, 0.5], [-2.4, 0.2, -0.1], [-1.9, 0.6, 0.0], [0.8, -0.9, 1.2], [0.7, -0.1, 0.1], [0.0, 0.4, 0.0], [0.1, 0.1, -0.7], [0.4, -0.1, -0.7], [0.9, -0.8, -0.8], [-0.3, 0.6, 0.6], [-1.0, -0.3, -0.4], [0.7, 0.6, 0.2], [-0.2, -0.4, 0.4], [-0.1, 0.1, -0.2], [-0.2, -1.1, -0.3], [0.0, 0.8, -0.5], [0.2, 0.4, -0.2], [0.4, 0.0, 0.5], [-0.1, 0.5, 0.1], [-0.2, -0.7, 0.5], [-2.2, 0.1, -0.8], [0.5, 0.1, 0.7], [0.5, -0.3, 0.2], [0.5, 0.3, 0.5], [0.7, -0.1, 0.0], [0.1, 0.0, -0.4], [-0.2, -1.1, -0.7], [-0.8, 0.3, -0.6], [0.4, 0.0, 0.4], [0.3, -0.2, 0.8], [-0.1, 0.7, -0.5], [0.2, -0.2, 0.0], [0.4, 0.5, -1.5], [0.1, 1.9, 1.4], [-0.8, -0.2, 0.4], [1.2, 0.2, 0.1], [0.0, -0.3, 0.0], [-0.7, -1.7, -0.4]]
}



{
  "formula": "C19H60N6O11",
  "method": "ωB97M-V/def2-TZVPD",
  "smiles": "NC(N)=O.NC(N)=O.NC(N)=O.CC(C)O.CC(C)O.CC(C)O.CC(C)O.CO.CO.CO.CO",
  "homo_energy_ev": -8.8,
  "relative_energy_kj_mol": 546.1,
  "total_energy_ha": -1915.8864,
  "species": ["N", "C", "N", "O", "H", "H", "H", "H", "N", "C", "N", "O", "H", "H", "H", "H", "N", "C", "N", "O", "H", "H", "H", "H", "C", "C", "C", "O", "H", "H", "H", "H", "H", "H", "H", "H", "C", "C", "C", "O", "H", "H", "H", "H", "H", "H", "H", "H", "C", "C", "C", "O", "H", "H", "H", "H", "H", "H", "H", "H", "C", "C", "C", "O", "H", "H", "H", "H", "H", "H", "H", "H", "C", "O", "H", "H", "H", "H", "C", "O", "H", "H", "H", "H", "C", "O", "H", "H", "H", "H", "C", "O", "H", "H", "H", "H"],
  "coordinates": [[-4.682, -0.968, 0.441], [-4.584, -0.761, -0.811], [-5.086, -1.662, -1.612], [-3.788, 0.268, -1.276], [-4.179, -0.252, 0.974], [-5.349, -1.637, 0.791], [-4.845, -1.661, -2.633], [-5.580, -2.473, -1.329], [0.858, -1.696, 2.140], [0.090, -1.673, 3.186], [0.468, -2.561, 4.052], [-0.881, -0.733, 3.345], [0.810, -0.944, 1.447], [1.461, -2.499, 1.894], [1.283, -3.099, 4.019], [0.112, -2.591, 5.003], [1.742, 3.177, 1.442], [1.375, 3.717, 0.304], [1.236, 2.885, -0.625], [1.152, 5.114, 0.122], [1.865, 3.903, 2.148], [1.183, 2.474, 1.916], [0.968, 3.282, -1.509], [1.845, 2.011, -0.683], [1.313, 1.366, -3.607], [2.769, 1.488, -3.214], [3.254, 2.912, -3.461], [3.013, 1.225, -2.024], [0.656, 2.193, -3.196], [0.841, 0.420, -3.262], [1.264, 1.401, -4.673], [3.311, 0.821, -3.885], [4.333, 2.997, -3.448], [2.933, 3.634, -2.716], [2.975, 3.244, -4.459], [3.951, 1.276, -1.911], [-2.702, 2.593, 1.602], [-3.233, 1.517, 2.572], [-4.765, 1.751, 2.770], [-3.103, 0.320, 2.272], [-3.143, 2.506, 0.571], [-1.639, 2.453, 1.376], [-2.653, 3.657, 1.945], [-2.767, 1.701, 3.518], [-5.136, 1.017, 3.489], [-5.306, 1.643, 1.845], [-4.900, 2.772, 3.193], [-2.257, -0.018, 2.541], [0.688, -3.757, -2.914], [1.888, -3.331, -2.060], [1.731, -2.084, -1.286], [2.427, -4.210, -1.362], [-0.084, -4.080, -2.213], [0.901, -4.577, -3.567], [0.241, -2.908, -3.431], [2.567, -2.951, -2.849], [1.017, -2.251, -0.495], [1.371, -1.230, -1.865], [2.651, -1.817, -0.779], [2.498, -4.961, -1.899], [4.689, -0.741, 0.252], [3.647, 0.171, 0.945], [3.668, -0.164, 2.468], [3.788, 1.411, 0.757], [5.576, -0.485, 0.687], [4.776, -0.444, -0.775], [4.474, -1.761, 0.248], [2.678, -0.145, 0.573], [4.609, 0.065, 2.972], [3.554, -1.222, 2.507], [2.853, 0.258, 2.992], [2.982, 1.912, 1.051], [-2.228, -3.083, -0.265], [-2.037, -4.310, 0.421], [-3.113, -3.156, -0.898], [-1.441, -3.002, -1.059], [-2.357, -2.209, 0.395], [-2.787, -4.866, 0.103], [-2.491, -0.424, -4.080], [-1.923, -0.912, -2.825], [-2.112, 0.509, -4.364], [-3.550, -0.258, -3.925], [-2.369, -1.170, -4.859], [-2.371, -0.441, -2.105], [-0.594, 0.185, -0.329], [0.378, 0.495, 0.632], [-1.545, 0.513, 0.067], [-0.766, -0.832, -0.414], [-0.446, 0.678, -1.322], [0.479, 1.468, 0.608], [-0.101, 2.621, 4.062], [0.278, 1.631, 3.168], [0.707, 3.115, 4.581], [-0.670, 2.099, 4.847], [-0.593, 3.393, 3.557], [-0.068, 0.774, 3.427]],
  "forces_ev_per_a": [[-0.6, 0.6, 2.9], [4.9, 4.7, -3.7], [-0.6, -0.9, -4.6], [-3.5, -4.1, 1.8], [-0.3, -0.7, 0.8], [0.3, 0.2, 0.4], [-0.3, 0.4, 1.8], [-0.3, -0.4, 0.6], [1.3, -0.2, -3.4], [-3.0, 4.5, -0.4], [-1.7, -1.6, 4.7], [3.5, -3.8, 0.2], [-0.2, -0.1, 0.3], [-0.7, 0.9, 0.5], [1.3, -0.5, -0.9], [-0.5, 0.3, -0.6], [1.3, 0.8, 4.1], [-1.5, 10.7, 0.3], [0.1, -4.1, -4.7], [1.2, -7.3, 1.1], [0.3, -0.1, -0.3], [-0.4, -0.7, -0.1], [0.0, -0.1, -0.1], [-1.0, 1.5, -0.1], [-1.4, 0.1, 1.3], [-1.6, 2.9, -8.1], [0.2, 0.6, -1.5], [0.8, -3.1, 8.9], [0.8, -0.8, -0.5], [0.4, 0.4, -0.2], [-0.2, 0.1, -0.7], [0.2, -0.3, -0.6], [0.5, -0.3, 0.1], [-0.5, -0.1, 0.1], [-0.2, 0.3, -0.1], [0.8, 0.0, 1.0], [1.0, 0.4, -1.5], [-2.9, 9.0, 2.1], [0.9, 1.1, 1.1], [0.8, -8.1, -3.2], [-0.1, 0.2, 1.0], [0.2, -0.5, 0.3], [-0.9, -0.9, 0.0], [0.4, 0.6, 1.1], [0.0, 0.1, 0.0], [-0.2, 0.1, -0.5], [-0.3, -0.6, -0.4], [1.2, -1.0, 0.1], [-1.0, 0.6, 1.8], [-2.2, 6.9, -6.9], [-1.1, 0.9, 1.0], [3.0, -5.2, 5.7], [-0.2, -0.3, 0.0], [0.3, -0.4, -0.6], [0.3, 0.0, -0.3], [0.6, -0.2, -0.4], [-0.6, 0.0, 0.5], [0.2, -0.2, 0.0], [0.2, 0.0, -0.3], [0.5, -2.2, -0.7], [-1.8, 2.5, -0.8], [-1.1, -7.5, 2.3], [0.8, -0.7, -1.1], [0.9, 7.5, -1.7], [2.8, 0.1, 1.2], [0.0, 0.1, -0.8], [-0.4, -1.6, 0.5], [-0.5, -0.5, -0.1], [0.1, 0.3, -0.3], [-0.1, -1.1, 0.4], [-0.9, 0.7, 0.6], [1.1, -0.1, 0.0], [0.3, 0.0, -1.6], [-1.3, -0.8, -0.1], [-0.3, 0.2, 0.2], [-0.3, 0.6, 1.1], [0.5, -0.5, -0.2], [1.2, 0.4, 0.7], [-0.6, -1.6, 2.0], [0.3, -0.1, -1.7], [1.0, 1.4, -0.5], [-0.4, 0.0, -0.1], [0.3, -0.1, 0.0], [-0.6, 0.3, 0.0], [-1.3, 2.4, -0.4], [0.9, 0.6, -0.2], [-0.5, 0.5, -0.2], [0.6, -2.1, -0.4], [0.2, -0.6, 0.8], [-0.3, -1.0, 0.1], [0.0, -1.2, 1.8], [1.3, 0.5, -0.9], [0.9, -0.1, 0.1], [-0.4, 0.9, -0.1], [-1.4, 1.1, -0.6], [-0.4, -0.8, -0.1]]
}